(1)
Molecular formula: C31H29N5O4PSSc
Method: DFT, ωB97M-V/def2-TZVPD

The geometry in XYZ format:
```
72
Properties=species:S:1:pos:R:3:lowdin_charge:R:1
Sc -0.663 1.137 -1.274 0.8967
O 1.238 -4.226 -5.646 -0.0256
C 1.929 -3.270 -5.245 -0.6627
O 3.123 -2.874 -5.487 -0.0578
C 1.225 -2.311 -4.335 -0.0768
C -0.177 -2.376 -4.209 0.0202
C -0.753 -1.422 -3.424 -0.1102
N -0.044 -0.488 -2.677 -0.0160
C 1.340 -0.458 -2.822 -0.1718
C 1.975 -1.320 -3.693 0.0839
C 2.082 0.581 -2.074 -0.5341
O 3.298 0.686 -2.116 0.1030
O 1.307 1.421 -1.344 -0.1954
H -0.766 -3.225 -4.647 0.1448
H -1.823 -1.291 -3.364 0.0993
H 3.017 -1.135 -3.976 0.1433
C -1.173 6.467 -0.970 -0.0005
C -1.847 5.480 -1.862 -0.3067
N -2.686 5.739 -2.846 0.1439
N -3.118 4.490 -3.264 0.0454
C -2.540 3.475 -2.611 -0.6861
S -2.911 1.799 -2.594 0.6682
N -1.622 4.120 -1.760 -0.0677
N -0.656 3.562 -0.892 0.0879
H -1.460 7.449 -1.348 0.0905
H -0.053 6.451 -1.031 0.1032
H -1.411 6.407 0.104 0.0984
H -3.717 4.308 -4.056 0.1678
H 0.261 4.008 -1.035 0.1395
H -0.871 3.745 0.086 0.1117
C -1.442 -2.921 -0.029 -0.0746
C -0.196 -3.410 0.582 -0.2962
C -0.022 -4.781 0.764 -0.0409
C 1.162 -5.326 1.262 -0.0642
C 2.096 -4.467 1.862 -0.0642
C 1.861 -3.074 1.852 -0.0640
C 0.777 -2.557 1.129 -0.3141
P 0.344 -0.808 1.042 1.1045
C 1.739 0.080 1.767 -0.3300
C 2.895 -0.095 1.020 -0.1341
C 3.982 0.702 1.237 -0.0730
C 3.971 1.704 2.213 -0.0757
C 2.851 1.850 3.006 -0.0461
C 1.738 0.987 2.832 -0.2399
C 0.629 0.942 3.856 -0.0466
C -1.091 -0.781 2.099 -0.3754
C -1.424 -1.822 3.040 -0.0842
C -2.717 -1.869 3.514 -0.0765
C -3.697 -0.949 3.005 -0.0758
C -3.404 -0.068 2.018 -0.0535
C -2.042 0.181 1.758 -0.3372
C -1.672 1.337 0.892 -0.2370
H -2.348 -3.120 0.547 0.0969
H -1.575 -3.398 -1.020 0.0955
H -1.497 -1.838 -0.236 0.0385
H -0.850 -5.402 0.391 0.1228
H 1.378 -6.397 1.235 0.1072
H 2.957 -4.841 2.380 0.0942
H 2.496 -2.395 2.388 0.0966
H 2.846 -0.818 0.205 0.1126
H 4.865 0.673 0.593 0.1155
H 4.831 2.364 2.384 0.1087
H 2.793 2.572 3.783 0.0960
H 1.024 1.204 4.824 0.0740
H 0.280 -0.103 4.011 0.0784
H -0.251 1.522 3.644 0.0694
H -0.672 -2.537 3.412 0.1237
H -3.046 -2.659 4.188 0.0997
H -4.671 -1.000 3.412 0.0871
H -4.153 0.466 1.483 0.1047
H -0.789 1.861 1.282 0.0244
H -2.455 2.060 0.786 0.0165
```

Properties
maximum force: 2.34 eV/A
calculated total energy: -3273.7399 Eh
LUMO energy: -0.936 eV
charge: 0
energy above the lowest of the compared OMol25 structures with the same formula, charge and spin: 0.00 kJ/mol
highest occupied orbital energy: -7.5 eV

(2)
Molecular formula: C31H29NO5S2
Method: DFT, ωB97M-V/def2-TZVPD

The geometry in XYZ format:
```
68
Properties=species:S:1:pos:R:3:lowdin_charge:R:1
C -2.405 -1.253 2.613 0.0051
C -2.859 -1.108 1.226 -0.1491
N -4.174 -1.003 0.902 -0.0288
C -5.275 -0.945 1.853 0.0090
C -4.335 -0.921 -0.485 -0.1518
C -3.042 -0.939 -1.063 -0.1370
C -2.919 -0.846 -2.446 -0.0354
C -4.085 -0.854 -3.223 -0.0738
C -5.358 -0.919 -2.632 -0.0801
C -5.501 -0.934 -1.237 -0.0117
C -2.082 -1.072 0.020 -0.1011
C -0.687 -1.174 -0.128 0.0866
C -0.066 -2.083 -1.049 -0.1687
C -0.802 -3.004 -1.842 -0.0250
C -0.182 -3.746 -2.843 -0.0705
C 1.204 -3.660 -3.027 -0.0644
C 1.966 -2.858 -2.162 -0.0741
C 1.347 -2.122 -1.158 -0.0142
H -1.379 -1.628 2.600 0.0892
H -2.396 -0.290 3.146 0.1009
H -3.038 -1.958 3.171 0.0913
H -6.207 -0.966 1.284 0.0784
H -5.251 -1.811 2.524 0.0973
H -5.240 -0.029 2.459 0.1094
H -1.925 -0.769 -2.887 0.1203
H -3.998 -0.828 -4.309 0.1036
H -6.243 -0.961 -3.264 0.1018
H -6.469 -0.963 -0.734 0.1019
H -0.083 -0.796 0.676 0.0317
H -1.872 -3.118 -1.673 0.1166
H -0.785 -4.396 -3.481 0.1074
H 1.694 -4.229 -3.820 0.1061
H 3.053 -2.820 -2.271 0.1149
H 1.927 -1.537 -0.438 0.1051
C -0.975 2.062 -0.549 0.0018
O 0.491 1.952 -0.356 -0.1990
C 1.162 1.001 0.274 -0.4326
S 2.960 1.364 0.122 0.6997
C 3.315 1.593 -1.619 -0.2628
C 3.154 0.521 -2.494 -0.0503
C 3.484 0.665 -3.842 -0.0706
C 4.009 1.876 -4.307 -0.0805
C 4.161 2.952 -3.426 -0.0733
C 3.822 2.813 -2.077 -0.0471
O 3.198 2.657 0.737 -0.3194
O 3.637 0.172 0.590 -0.3135
S 0.912 0.695 2.102 0.7106
C 1.936 1.358 3.427 -0.2767
C 2.587 0.447 4.266 -0.0539
C 3.110 0.886 5.482 -0.0763
C 3.016 2.233 5.842 -0.0840
C 2.425 3.149 4.964 -0.0763
C 1.880 2.714 3.754 -0.0634
O -0.454 1.161 2.353 -0.3355
O 1.219 -0.733 2.229 -0.3696
H -1.129 3.104 -0.837 0.0952
H -1.268 1.392 -1.362 0.0777
H -1.489 1.836 0.385 0.0706
H 2.761 -0.423 -2.117 0.0741
H 3.334 -0.174 -4.523 0.1049
H 4.299 1.977 -5.355 0.1034
H 4.548 3.907 -3.785 0.1053
H 3.940 3.640 -1.380 0.1125
H 2.659 -0.596 3.973 0.1102
H 3.577 0.158 6.144 0.1036
H 3.403 2.570 6.804 0.1015
H 2.369 4.206 5.223 0.1031
H 1.414 3.407 3.056 0.1197
```

Properties
maximum force: 3.03 eV/A
calculated total energy: -2425.8415 Eh
LUMO energy: -1.759 eV
charge: 0
energy above the lowest of the compared OMol25 structures with the same formula, charge and spin: 77.54 kJ/mol
highest occupied orbital energy: -6.6 eV

(3)
Molecular formula: C31H30BN4O2P2Rh
Method: DFT, ωB97M-V/def2-TZVPD

The geometry in XYZ format:
```
71
Properties=species:S:1:pos:R:3:lowdin_charge:R:1
Rh -0.228 1.194 1.603 1.1849
O -1.214 -0.460 0.749 -0.4544
P -1.081 -0.699 -0.767 0.7783
C 0.418 0.071 -1.457 -0.3019
P 1.877 0.129 -0.382 0.7717
O 1.671 1.242 0.669 -0.4454
C 2.043 -1.473 0.373 -0.2996
C 1.845 -1.650 1.740 -0.0839
C 1.942 -2.916 2.296 -0.0544
C 2.238 -4.004 1.485 -0.0486
C 2.449 -3.831 0.122 -0.0536
C 2.359 -2.567 -0.435 -0.0633
C 3.295 0.431 -1.391 -0.2943
C 3.306 0.263 -2.775 -0.0732
C 4.477 0.481 -3.486 -0.0517
C 5.628 0.868 -2.817 -0.0402
C 5.619 1.042 -1.438 -0.0449
C 4.458 0.824 -0.719 -0.0558
C -0.976 -2.434 -1.092 -0.2983
C -0.953 -3.327 -0.024 -0.0694
C -0.863 -4.688 -0.280 -0.0577
C -0.789 -5.147 -1.586 -0.0438
C -0.814 -4.253 -2.653 -0.0494
C -0.914 -2.896 -2.409 -0.0694
C -2.436 0.025 -1.659 -0.3017
C -3.707 -0.116 -1.092 -0.0592
C -4.812 0.399 -1.748 -0.0478
C -4.658 1.043 -2.970 -0.0440
C -3.401 1.174 -3.544 -0.0547
C -2.287 0.667 -2.889 -0.0880
H 0.215 1.109 -1.732 0.0766
H 0.657 -0.473 -2.374 0.0663
H 1.656 -0.795 2.380 0.0803
H 1.805 -3.057 3.360 0.1145
H 2.321 -4.991 1.920 0.1206
H 2.696 -4.680 -0.502 0.1216
H 2.544 -2.435 -1.496 0.1191
H 2.417 -0.035 -3.314 0.0968
H 4.488 0.351 -4.560 0.1177
H 6.539 1.038 -3.374 0.1204
H 6.521 1.349 -0.925 0.1193
H 4.453 0.967 0.355 0.1175
H -0.998 -2.959 0.993 0.1091
H -0.851 -5.391 0.542 0.1188
H -0.720 -6.209 -1.781 0.1191
H -0.770 -4.619 -3.671 0.1175
H -0.965 -2.205 -3.245 0.1128
H -3.830 -0.621 -0.141 0.1167
H -5.796 0.292 -1.312 0.1185
H -5.525 1.437 -3.483 0.1196
H -3.288 1.662 -4.502 0.1173
H -1.316 0.762 -3.359 0.1021
B -1.708 3.783 3.549 -0.3657
N -1.085 2.637 4.243 -0.0415
C -1.040 2.549 5.611 -0.0235
C -0.429 1.382 5.955 0.0022
C -0.113 0.780 4.727 -0.0811
N -0.504 1.531 3.707 -0.0646
N -1.788 3.893 2.083 -0.0404
C -2.402 4.956 1.459 -0.0242
C -2.330 4.769 0.116 0.0019
C -1.643 3.548 -0.031 -0.0817
N -1.318 3.033 1.142 -0.0409
H -2.842 4.024 4.049 0.1947
H -1.291 4.869 4.037 0.1950
H -1.457 3.337 6.217 0.1435
H -0.235 1.005 6.944 0.1225
H 0.377 -0.164 4.542 0.1186
H -2.839 5.748 2.046 0.1426
H -2.711 5.408 -0.661 0.1211
H -1.384 3.026 -0.940 0.1129
```

Properties
maximum force: 0.82 eV/A
calculated total energy: -2386.4447 Eh
LUMO energy (alpha / beta): -4.436 / -8.790 eV
charge: +2
energy above the lowest of the compared OMol25 structures with the same formula, charge and spin: 0.00 kJ/mol
highest occupied orbital energy (alpha / beta): -14.3 / -14.3 eV
spin multiplicity: 5

(4)
Molecular formula: C31H30Br2F5N3OS3Zr
Method: DFT, ωB97M-V/def2-TZVPD

The geometry in XYZ format:
```
76
Properties=species:S:1:pos:R:3:lowdin_charge:R:1
Zr -0.143 -0.950 0.135 1.9152
C -2.701 -1.930 -1.630 -0.0528
N -1.776 -2.480 -0.582 -0.3413
C -2.635 -2.973 0.536 -0.0399
C -1.055 -3.639 -1.234 -0.1168
C 0.318 -3.283 -1.779 -0.1623
C 0.455 -3.225 -3.171 -0.0255
C 1.691 -3.133 -3.778 -0.0401
C 2.839 -3.097 -2.989 -0.0244
C 2.737 -3.126 -1.612 0.0161
C 1.492 -3.227 -0.986 -0.0932
H -3.384 -2.719 -1.940 0.1114
H -2.137 -1.603 -2.500 0.0899
H -3.286 -1.111 -1.233 0.0848
H -3.286 -3.766 0.169 0.1154
H -3.258 -2.158 0.898 0.0909
H -2.020 -3.352 1.341 0.0874
H -1.663 -4.004 -2.056 0.1303
H -0.967 -4.447 -0.529 0.1312
H -0.434 -3.321 -3.787 0.1285
H 1.765 -3.126 -4.861 0.1275
H 3.819 -3.069 -3.450 0.1296
H 3.638 -3.110 -1.010 0.1339
C -0.274 4.820 2.473 -0.5084
C 0.338 5.162 1.096 -0.4954
S 0.081 3.969 -0.254 0.8706
C 1.572 2.954 -0.197 -0.5126
C 1.864 2.253 1.120 -0.4606
S 0.421 1.442 1.846 0.9209
C 0.877 1.421 3.601 -0.4473
C 0.299 2.654 4.285 -0.5197
S 0.928 4.262 3.731 0.9041
H -1.053 4.066 2.371 0.0467
H -0.731 5.719 2.884 0.0716
H 1.408 5.365 1.174 0.0815
H -0.123 6.070 0.709 0.0716
H 2.432 3.574 -0.450 0.0935
H 1.441 2.241 -1.015 0.0445
H 2.162 2.981 1.866 0.0407
H 2.649 1.504 1.008 0.0878
H 1.959 1.370 3.661 0.0877
H 0.486 0.503 4.039 0.0769
H 0.558 2.594 5.343 0.0860
H -0.790 2.673 4.219 0.0767
Br -4.502 4.186 0.156 0.9321
C -3.461 2.662 0.125 -0.6690
C -3.381 1.848 1.238 -0.0548
C -2.545 0.760 1.174 -0.1253
N -1.804 0.472 0.088 -0.1060
C -1.907 1.262 -0.994 -0.2440
C -2.732 2.348 -1.018 -0.0655
C -0.962 0.950 -2.104 -0.2156
C -1.034 1.532 -3.333 -0.0214
C 0.008 1.315 -4.235 -0.6554
Br -0.069 2.063 -5.919 0.9404
C 1.108 0.574 -3.849 -0.0513
C 1.087 -0.024 -2.611 -0.0796
N 0.040 0.104 -1.774 -0.0327
H -3.948 2.057 2.136 0.1325
H -2.444 0.098 2.022 0.1254
H -2.778 2.992 -1.884 0.1217
H -1.866 2.167 -3.604 0.1261
H 1.966 0.457 -4.498 0.1308
H 1.923 -0.602 -2.245 0.1155
F 1.481 -4.039 3.406 0.1232
C 1.931 -2.878 2.884 -0.2247
C 1.943 -1.619 3.610 -0.0777
F 3.078 -0.799 3.541 -0.0033
C 1.174 -1.662 2.466 -0.2177
F -0.395 -1.448 2.274 -0.1954
C 1.786 -1.709 1.092 -0.3443
O 1.814 -0.676 0.177 -0.2455
C 1.421 -3.155 0.502 -0.2024
F 0.244 -3.676 1.013 0.0495
C 2.532 -2.987 1.490 -0.1525
F 3.781 -3.319 1.209 0.1745
```

Properties
maximum force: 1.60 eV/A
calculated total energy: -8327.1226 Eh
LUMO energy: -7.599 eV
charge: +2
energy above the lowest of the compared OMol25 structures with the same formula, charge and spin: 282.27 kJ/mol
highest occupied orbital energy: -13.1 eV

(5)
Molecular formula: C31H30Br2F5N3OS3Zr
Method: DFT, ωB97M-V/def2-TZVPD

The geometry in XYZ format:
```
76
Properties=species:S:1:pos:R:3:lowdin_charge:R:1
Zr 0.305 0.295 0.344 1.7240
C -0.417 3.487 0.851 -0.0689
N -0.965 2.418 -0.043 -0.2945
C -2.421 2.359 0.260 -0.0747
C -0.860 2.947 -1.454 -0.1206
C -0.736 1.920 -2.551 -0.1464
C -1.925 1.624 -3.223 -0.0217
C -1.963 0.798 -4.331 -0.0432
C -0.777 0.268 -4.804 -0.0567
C 0.414 0.542 -4.153 -0.0090
C 0.467 1.352 -3.012 -0.0698
H -1.010 4.394 0.716 0.1125
H 0.618 3.682 0.607 0.0846
H -0.488 3.171 1.891 0.0910
H -2.871 3.329 0.044 0.1090
H -2.586 2.148 1.311 0.0751
H -2.909 1.604 -0.356 0.0897
H -0.049 3.664 -1.487 0.1245
H -1.779 3.501 -1.647 0.1248
H -2.841 2.093 -2.883 0.1217
H -2.899 0.607 -4.839 0.1242
H -0.766 -0.342 -5.698 0.1270
H 1.316 0.127 -4.563 0.1203
C 3.070 -2.824 1.891 -0.4771
C 1.925 -3.261 0.996 -0.4691
S 0.346 -2.401 1.212 0.8831
C -0.003 -2.487 2.982 -0.4568
C 0.638 -1.428 3.890 -0.4287
S 0.878 0.183 3.101 0.8657
C 2.580 0.629 3.521 -0.4538
C 3.667 -0.392 3.210 -0.4786
S 3.562 -1.112 1.560 0.9568
H 3.918 -3.478 1.689 0.0945
H 2.820 -2.945 2.944 0.0705
H 1.718 -4.324 1.116 0.0960
H 2.168 -3.085 -0.054 0.0816
H 0.276 -3.487 3.318 0.1033
H -1.090 -2.436 3.045 0.0682
H 1.615 -1.751 4.240 0.0690
H 0.011 -1.295 4.772 0.0958
H 2.575 0.869 4.585 0.0983
H 2.738 1.555 2.970 0.0780
H 3.706 -1.190 3.950 0.0809
H 4.624 0.127 3.279 0.0931
Br -3.911 -3.565 -3.776 0.8890
C -2.782 -2.556 -2.689 -0.6578
C -1.490 -2.261 -3.080 -0.0645
C -0.716 -1.480 -2.246 -0.1074
N -1.142 -0.992 -1.073 -0.0143
C -2.384 -1.334 -0.673 -0.2162
C -3.229 -2.096 -1.456 -0.0247
C -2.767 -0.898 0.690 -0.2141
C -4.033 -1.148 1.198 -0.0229
C -4.357 -0.731 2.478 -0.6576
Br -6.048 -1.067 3.180 0.9056
C -3.401 -0.047 3.216 -0.0602
C -2.173 0.174 2.637 -0.1748
N -1.824 -0.248 1.406 -0.0440
H -1.084 -2.619 -4.015 0.1275
H 0.298 -1.237 -2.518 0.1040
H -4.223 -2.358 -1.131 0.1094
H -4.779 -1.660 0.612 0.1115
H -3.607 0.320 4.211 0.1271
H -1.434 0.739 3.185 0.0603
F 4.516 2.861 -2.349 0.1137
C 4.224 1.576 -2.062 -0.2028
C 3.052 0.973 -2.773 -0.1511
F 3.192 0.277 -3.915 0.1207
C 1.783 1.629 -2.323 -0.2214
F 1.886 2.926 -1.892 0.0884
C 2.369 0.525 -1.385 -0.3082
O 1.621 -0.524 -0.936 -0.3116
C 3.655 1.032 -0.780 0.0544
F 1.519 1.714 0.949 -0.4747
C 4.906 0.800 -1.023 -0.1161
F 5.762 -0.180 -0.866 0.1394
```

Properties
maximum force: 1.33 eV/A
calculated total energy: -8327.2302 Eh
LUMO energy: -6.674 eV
charge: +2
energy above the lowest of the compared OMol25 structures with the same formula, charge and spin: 0.00 kJ/mol
highest occupied orbital energy: -13.9 eV

(6)
Molecular formula: C31H30BrInNO4S
Method: DFT, ωB97M-V/def2-TZVPD

The geometry in XYZ format:
```
69
Properties=species:S:1:pos:R:3:lowdin_charge:R:1
In 0.192 -0.393 0.315 1.0397
C -2.396 2.031 0.469 -0.1251
C -2.829 1.163 -0.694 -0.1458
O -2.443 -0.185 -0.507 -0.1698
C -3.416 -0.953 0.182 -0.1512
C -2.840 -2.323 0.423 -0.1473
O -1.716 -2.308 1.294 -0.1846
C -2.024 -2.346 2.677 -0.1581
C -2.268 -0.954 3.263 -0.1661
O -1.435 -0.041 2.567 -0.2653
C -1.414 1.268 3.103 -0.1847
C -0.653 2.118 2.100 -0.1471
O -1.032 1.744 0.776 -0.2221
H -2.485 3.082 0.181 0.1479
H -3.030 1.855 1.340 0.1235
H -2.364 1.506 -1.615 0.0888
H -3.913 1.244 -0.811 0.1491
H -4.311 -1.060 -0.439 0.1469
H -3.702 -0.463 1.118 0.1222
H -2.487 -2.726 -0.525 0.1302
H -3.619 -2.980 0.819 0.1409
H -1.165 -2.802 3.159 0.1109
H -2.894 -2.980 2.861 0.1368
H -2.013 -0.973 4.328 0.1402
H -3.312 -0.638 3.172 0.1280
H -0.905 1.301 4.071 0.1393
H -2.439 1.622 3.251 0.1299
H 0.418 1.923 2.168 0.1186
H -0.833 3.179 2.282 0.1468
Br 1.362 -1.045 3.231 0.9271
C 3.141 -1.001 2.593 -0.5814
C 4.113 -1.455 3.431 -0.1216
C 5.457 -1.421 3.015 -0.0629
C 5.763 -0.932 1.783 -0.0238
C 4.755 -0.456 0.909 -0.1550
C 5.117 0.054 -0.359 -0.0258
C 4.170 0.525 -1.210 -0.0581
C 2.809 0.492 -0.834 -0.1216
C 2.391 0.006 0.383 -0.1673
C 3.380 -0.480 1.296 -0.2205
H 3.854 -1.834 4.410 0.1031
H 6.231 -1.778 3.681 0.1125
H 6.793 -0.893 1.448 0.1189
H 6.165 0.059 -0.634 0.1196
H 4.447 0.919 -2.180 0.1115
H 2.087 0.863 -1.543 0.0697
S -1.335 0.699 -4.048 1.1702
C -1.036 2.292 -3.424 -0.4609
C -1.390 3.527 -3.963 -0.0690
C -1.014 4.663 -3.273 -0.0679
C -0.290 4.574 -2.077 -0.0601
C 0.051 3.350 -1.541 -0.0102
C -0.343 2.193 -2.214 -0.3198
N -0.072 0.888 -1.818 0.0283
C -0.508 0.019 -2.682 -0.5121
C -0.313 -1.427 -2.510 -0.2464
C -0.325 -2.289 -3.608 -0.0373
C -0.078 -3.639 -3.425 -0.0622
C 0.185 -4.129 -2.152 -0.0589
C 0.195 -3.268 -1.058 -0.1012
C -0.061 -1.913 -1.226 -0.1765
H -1.938 3.594 -4.894 0.1157
H -1.274 5.636 -3.670 0.1113
H 0.016 5.483 -1.575 0.1107
H 0.625 3.268 -0.626 0.1209
H -0.502 -1.901 -4.605 0.1006
H -0.076 -4.306 -4.277 0.1110
H 0.386 -5.184 -2.012 0.1107
H 0.391 -3.667 -0.070 0.1061
```

Properties
maximum force: 0.85 eV/A
calculated total energy: -4717.1063 Eh
LUMO energy: -2.521 eV
charge: +1
energy above the lowest of the compared OMol25 structures with the same formula, charge and spin: 13.83 kJ/mol
highest occupied orbital energy: -10.5 eV